Model w:
Computed, not measured: 2 unconnected molecules or ions with the total composition C2H6NS, with ωB97M-V/def2-TZVPD.

The geometry in ORCA input format:
```
! wB97M-V def2-TZVPD RIJCOSX def2/J DEFGRID3
* xyz -1 1
S -1.849 -2.801 -1.002
N -0.198 -0.186 0.495
C 1.453 1.531 0.161
C 0.331 0.885 -0.170
H 0.411 -0.715 1.102
H 2.016 1.203 1.039
H -0.228 1.186 -1.040
H -0.872 -0.754 -0.024
H 1.932 2.408 -0.247
H -2.997 -2.756 -0.314
*
```

Its HOMO energy is -2.87 eV.

---

Model x:
Computed, not measured: 2 unconnected molecules or ions with the total composition C2H6NS, with ωB97M-V/def2-TZVPD.

The geometry in ORCA input format:
```
! wB97M-V def2-TZVPD RIJCOSX def2/J DEFGRID3
* xyz -1 1
S 0.829 -1.661 1.134
N -0.521 1.733 -0.888
C 0.292 1.450 0.088
C -1.321 0.747 -1.518
H 0.076 -2.726 0.796
H -1.130 0.570 -2.666
H 0.156 0.687 0.854
H -1.337 -0.275 -1.061
H 1.239 2.056 0.160
H -2.447 0.955 -1.439
*
```

Its HOMO energy is -2.67 eV.

---

model w takes first place; second place is 0.0502 hartree up.

---

Model w:
Computed, not measured: 2 unconnected molecules or ions with the total composition C2H6NS, with ωB97M-V/def2-TZVPD.

The geometry in ORCA input format:
```
! wB97M-V def2-TZVPD RIJCOSX def2/J DEFGRID3
* xyz -1 1
S 2.156 1.109 -0.726
N -2.121 -0.807 0.663
C -1.468 -1.794 1.119
C -1.252 0.189 -0.018
H -0.396 -1.961 0.970
H -1.328 0.214 -1.102
H -0.218 0.013 0.268
H -1.531 1.164 0.401
H 2.453 0.964 -2.037
H -2.052 -2.664 1.432
*
```

Its HOMO energy is -2.55 eV.

---

Model x:
Computed, not measured: 2 unconnected molecules or ions with the total composition C2H6NS, with ωB97M-V/def2-TZVPD.

The geometry in ORCA input format:
```
! wB97M-V def2-TZVPD RIJCOSX def2/J DEFGRID3
* xyz -1 1
S 0.687 -1.053 -2.167
N -0.924 1.066 1.741
C 0.514 1.028 2.159
C -1.267 0.413 0.669
H 0.407 -1.882 -1.119
H -0.496 0.197 -0.098
H 0.948 0.288 1.497
H 0.557 0.545 3.132
H -1.975 -0.400 0.872
H 0.930 2.026 2.109
*
```

Its HOMO energy is -2.65 eV.

---

model w takes first place; second place is 0.0442 hartree up.

---

Model w:
Computed, not measured: a molecular structure, C34H26Cl3N4O4PSTi, with ωB97M-V/def2-TZVPD.

The geometry in ORCA input format:
```
! wB97M-V def2-TZVPD RIJCOSX def2/J DEFGRID3
* xyz 0 3
Ti 0.185 -0.634 -0.326
Cl 0.218 -0.539 -4.767
Cl 0.981 2.223 -4.413
Cl 1.830 0.241 -2.501
S -0.674 -3.140 -1.353
P 1.219 1.794 0.505
O -0.852 0.735 -1.555
O -1.788 1.423 -3.472
O -0.654 -4.402 -0.659
O 0.650 -2.495 -1.543
N -1.489 -1.993 -0.672
N 2.200 -1.002 0.697
N -0.758 -0.930 1.602
N 2.804 1.252 0.883
C -2.339 -3.883 -5.484
C 3.062 -0.085 1.156
C 2.446 -2.304 0.950
C -3.520 -2.958 0.361
C 0.480 0.747 -3.582
C 1.050 4.115 3.907
C -3.948 -2.499 2.698
C -4.313 -3.090 1.518
C -1.968 -1.608 1.616
C -0.666 2.596 2.345
C 4.206 -0.447 1.879
C 1.534 3.454 2.790
C -0.331 -0.432 2.759
C -1.349 -3.428 -2.954
C 1.821 5.440 -2.220
C 0.412 3.988 -0.926
C -1.053 -0.517 3.956
C -2.749 -1.752 2.773
C 4.440 -1.781 2.126
C -2.364 -2.223 0.399
C 2.764 3.520 -1.121
C -2.643 -2.701 -4.826
C -1.037 -4.618 -3.602
C 2.915 4.642 -1.925
C -1.155 3.268 3.457
C 0.567 5.106 -1.727
C 0.680 2.689 2.000
C -0.875 1.018 -2.788
C -2.148 -2.464 -3.552
C 1.515 3.198 -0.605
C -0.296 4.024 4.240
C 3.542 -2.740 1.656
C -1.538 -4.841 -4.874
C -2.266 -1.159 3.968
H 3.620 2.890 -0.915
H -2.371 -1.543 -3.029
H 3.489 1.890 1.260
H 1.720 4.708 4.516
H -3.817 -3.440 -0.562
H -2.202 3.190 3.716
H 0.632 0.066 2.753
H 4.879 0.320 2.237
H 3.691 -3.796 1.824
H -3.262 -1.953 -5.304
H -0.295 5.710 -1.977
H -2.729 -4.062 -6.478
H -0.572 3.727 -0.554
H -0.637 -0.071 4.850
H -2.847 -1.242 4.878
H -4.560 -2.604 3.585
H -0.672 4.542 5.112
H 3.891 4.887 -2.325
H 1.738 -3.010 0.534
H -1.307 -5.763 -5.390
H -0.422 -5.356 -3.107
H 2.582 3.554 2.532
H 5.317 -2.077 2.687
H -1.332 1.982 1.746
H 1.941 6.313 -2.849
H -5.225 -3.670 1.465
*
```

Its HOMO energy (alpha / beta) is -5.72 / -8.16 eV.

---

Model x:
Computed, not measured: a molecular structure, C34H26Cl3N4O4PSTi, with ωB97M-V/def2-TZVPD.

The geometry in ORCA input format:
```
! wB97M-V def2-TZVPD RIJCOSX def2/J DEFGRID3
* xyz 0 3
Ti -0.279 0.160 0.117
Cl 1.292 -0.870 -6.275
Cl 3.589 0.224 -4.898
Cl 2.597 -2.382 -4.168
S -3.581 0.112 0.473
P -1.094 -0.556 -2.302
O -4.571 -0.527 1.297
O 0.209 -0.932 -3.403
O -3.354 -0.424 -0.852
O 1.231 1.074 -3.445
N -2.136 0.192 1.168
N 0.314 0.236 2.175
N 0.764 1.901 -0.401
N 1.725 -0.129 -0.615
C -1.200 -4.125 -0.377
C -1.873 -3.227 -2.913
C 2.151 -0.763 -4.717
C 1.907 0.527 3.933
C -1.045 -2.788 -0.706
C 2.777 -0.925 -0.849
C -2.772 1.200 4.741
C 4.023 -0.453 -1.177
C -3.043 0.855 3.405
C 1.558 0.230 2.609
C -1.706 -5.013 -1.313
C 3.147 1.780 -1.017
C -2.030 -4.564 -2.586
C -4.027 0.939 -5.520
C -3.598 3.969 -0.634
C 4.198 0.938 -1.262
C -1.406 -2.320 -1.968
C 1.880 1.234 -0.685
C -4.090 1.802 0.251
C -2.304 -0.032 -3.558
C -0.694 0.539 3.037
C -3.575 -0.582 -3.709
C -2.773 1.507 -5.359
C -1.918 1.029 -4.378
C -4.427 -0.098 -4.690
C -2.029 0.525 2.520
C -0.433 0.881 4.385
C 0.909 0.859 4.811
C 1.152 -0.083 -3.737
C -3.215 2.657 -0.409
C -1.504 1.218 5.241
C -4.843 4.411 -0.204
C -5.334 2.230 0.678
C -5.710 3.546 0.449
H -2.402 -5.258 -3.330
H -4.069 0.828 3.079
H 0.908 2.897 -0.328
H 4.834 -1.137 -1.378
H -1.833 -6.057 -1.058
H 3.253 2.854 -1.085
H 1.134 1.112 5.840
H -2.107 -2.885 -3.913
H -0.591 -2.138 0.045
H -0.946 1.490 -4.244
H -4.698 1.310 -6.285
H -3.607 1.453 5.382
H -5.414 -0.530 -4.798
H -5.990 1.533 1.183
H 2.946 0.502 4.229
H -0.921 -4.471 0.610
H -2.252 2.289 -0.746
H -3.909 -1.360 -3.040
H 2.328 -0.008 1.884
H -6.680 3.894 0.779
H -5.138 5.437 -0.382
H -2.460 2.327 -5.992
H 5.166 1.347 -1.524
H 2.584 -1.991 -0.786
H -2.926 4.644 -1.148
H -1.301 1.483 6.270
*
```

Its HOMO energy (alpha / beta) is -6.07 / -7.63 eV.

---

model w takes first place; second place is 0.0422 hartree up.

---

Model w:
Computed, not measured: 2 unconnected molecules or ions with the total composition C6H13O2, with ωB97M-V/def2-TZVPD.

The geometry in ORCA input format:
```
! wB97M-V def2-TZVPD RIJCOSX def2/J DEFGRID3
* xyz -1 1
O -0.606 0.039 2.584
O 1.215 0.772 3.521
C 0.120 -0.551 -1.150
C -0.054 -1.314 -2.415
C 0.131 -1.563 0.051
C 0.652 2.122 1.834
C 0.311 0.884 2.617
C -1.038 0.399 -1.062
H -1.968 -0.068 -1.427
H 0.049 -2.615 -0.041
H 1.722 2.285 1.888
H 0.964 0.052 -1.032
H 0.709 -2.047 -2.533
H 0.251 1.740 0.758
H -1.366 0.791 -0.077
H 1.035 -1.525 0.601
H -0.771 1.360 -1.560
H 0.172 3.078 2.316
H -0.575 -1.207 0.848
H -0.920 -1.963 -2.400
H -0.034 -0.670 -3.321
*
```

Its HOMO energy is -3.32 eV.

---

Model x:
Computed, not measured: a molecular structure, C6H13O2, with ωB97M-V/def2-TZVPD.

The geometry in ORCA input format:
```
! wB97M-V def2-TZVPD RIJCOSX def2/J DEFGRID3
* xyz -1 1
O 2.302 1.081 0.849
O -4.090 -0.259 0.643
C 1.550 -0.395 -0.625
C 2.532 -1.339 0.012
C -0.661 0.715 -0.620
C 0.280 -0.343 -0.078
C -2.787 0.019 0.757
C -2.124 0.271 -0.615
H 2.539 1.990 1.031
H -0.488 1.584 0.021
H 2.096 -2.325 0.170
H 3.408 -1.478 -0.613
H 2.688 -0.727 0.910
H -2.701 1.083 -1.069
H 1.890 0.402 -1.269
H -2.600 0.963 1.339
H -2.273 -0.592 -1.273
H -2.175 -0.780 1.272
H -0.238 -1.223 0.285
H 1.191 0.370 0.499
H -0.340 0.984 -1.625
*
```

Its HOMO energy is -2.33 eV.

---

model w takes first place; second place is 0.1480 hartree up.

---

Model w:
Computed, not measured: CH2Br2S in the gas phase, with ωB97M-V/def2-TZVPD.

The geometry in ORCA input format:
```
! wB97M-V def2-TZVPD RIJCOSX def2/J DEFGRID3
* xyz 0 1
Br 1.979 1.230 0.838
Br -0.198 -1.093 -0.014
S -2.474 -0.478 0.012
C 1.501 -0.375 -0.049
H 1.744 -0.054 -1.089
H -2.551 0.769 0.302
*
```

Its HOMO energy (alpha / beta) is -8.69 / -8.95 eV.

---

Model x:
Computed, not measured: a molecular structure, CH2Br2S, with ωB97M-V/def2-TZVPD.

The geometry in ORCA input format:
```
! wB97M-V def2-TZVPD RIJCOSX def2/J DEFGRID3
* xyz 0 1
Br 0.703 -0.352 -1.920
Br 1.548 0.694 0.853
S -1.242 -0.754 0.543
C 0.086 0.226 -0.136
H -0.875 1.653 -0.480
H -0.220 -1.466 1.141
*
```

Its HOMO energy is -9.57 eV.

---

model x takes first place; second place is 0.0293 hartree up.

---

Model w:
Computed, not measured: 3 unconnected molecules or ions with the total composition C3H15N3O2, with ωB97M-V/def2-TZVPD.

The geometry in ORCA input format:
```
! wB97M-V def2-TZVPD RIJCOSX def2/J DEFGRID3
* xyz 0 1
O 2.772 -1.112 2.227
O -2.383 3.043 -1.481
N 1.147 -0.915 -0.656
N -1.379 1.420 0.396
N -0.685 -2.356 0.506
C 0.690 0.514 -0.717
C 0.053 -1.891 -0.839
C -0.035 0.844 0.590
H -2.086 0.749 0.175
H -0.135 -2.725 1.299
H 3.501 -0.595 1.904
H 2.151 -1.035 -0.907
H -0.046 0.567 -1.493
H 0.511 1.732 1.062
H -1.234 -1.502 0.799
H 2.404 -1.520 1.357
H -2.629 2.765 -2.462
H 0.653 -2.874 -1.129
H 0.064 0.075 1.360
H -1.444 2.080 -0.225
H 1.360 1.292 -1.124
H -3.197 3.293 -0.981
H -0.828 -1.591 -1.530
*
```

Its HOMO energy is -8.46 eV. The structure (SMILES) is NCCNCN.O.O.

---

Model x:
Computed, not measured: 3 unconnected molecules or ions with the total composition C3H15N3O2, with ωB97M-V/def2-TZVPD.

The geometry in ORCA input format:
```
! wB97M-V def2-TZVPD RIJCOSX def2/J DEFGRID3
* xyz 0 1
O 1.633 0.044 -3.077
O -2.126 0.508 3.195
N 0.088 -0.659 -0.447
N 0.862 2.215 0.679
N 0.205 -3.017 -0.381
C -0.331 1.881 -0.246
C -0.868 0.397 0.051
C 0.457 -1.814 0.305
H -1.455 0.007 2.781
H 2.553 -0.120 -3.083
H 0.737 -3.032 -1.240
H -2.807 0.486 2.602
H 0.557 2.553 1.525
H 0.730 -0.371 -1.217
H -0.731 -3.237 -0.574
H 1.634 1.038 -2.921
H 1.367 1.290 0.841
H -1.172 2.615 -0.084
H -0.042 2.009 -1.229
H 1.575 -1.605 0.484
H -1.012 0.462 1.096
H -1.843 0.087 -0.299
H -0.010 -1.737 1.240
*
```

Its HOMO energy is -8.12 eV. The structure (SMILES) is NCCNCN.O.O.

---

Model y:
Computed, not measured: 3 unconnected molecules or ions with the total composition C3H15N3O2, with ωB97M-V/def2-TZVPD.

The geometry in ORCA input format:
```
! wB97M-V def2-TZVPD RIJCOSX def2/J DEFGRID3
* xyz 0 1
O 2.836 -0.583 -2.853
O -3.366 -0.622 1.260
N -1.091 1.192 0.571
N 0.199 0.145 2.400
N 0.963 -1.296 -0.864
C -0.290 -0.822 -0.534
C 0.140 1.235 1.515
C -0.379 0.741 -0.740
H 0.504 1.376 -1.052
H -1.214 -1.181 -0.959
H 0.509 -0.646 1.851
H 1.147 1.442 1.180
H 3.270 -1.457 -2.629
H -1.412 2.111 0.356
H 1.334 -1.034 -1.847
H -2.523 -0.449 0.842
H -0.447 -1.103 0.573
H -0.994 0.832 -1.696
H 1.560 -0.743 -0.219
H -3.798 -1.185 0.594
H 0.020 2.160 2.097
H -0.519 -0.115 3.066
H 3.550 0.003 -2.913
*
```

Its HOMO energy is -8.79 eV. The structure (SMILES) is NCCNCN.O.O.

---

model x takes first place; second place is 0.0220 hartree up.